Record 1
21
Properties=species:S:1:pos:R:3:forces:R:3 method="wB97M-V/def2-TZVPD" de_lowest_kj_mol=299.0 lumo_energy_ev=-3.5 mol_weight_g_mol=132.20 charge=+1 homo_lumo_gap_ev=9.00 e_tot_ev=-20760.2166
H -1.2184 -2.9498 -0.4233 -0.1 0.3 0.3
H 1.0382 -1.2908 -0.2708 0.7 0.2 -0.7
H -2.2246 -2.0485 -1.1934 2.1 0.0 3.6
H 2.7282 1.1729 -2.1686 -0.8 1.5 0.3
C 2.7686 0.0907 0.1129 0.7 -1.0 1.9
N 0.1229 0.3614 0.5647 -1.8 1.4 1.6
H -1.4356 3.0746 -0.7363 0.1 -2.6 1.0
O -1.3296 2.1626 -0.2661 -1.2 1.9 -2.1
H -1.8520 1.4449 -0.7343 0.6 1.9 0.6
H -0.3797 0.5611 1.5753 1.9 -1.4 -2.8
H -0.0461 1.3971 0.2241 1.5 -1.3 0.1
S 3.1376 0.0925 -1.5796 1.6 -2.2 -2.0
H 2.9937 1.0649 0.5051 -0.6 0.5 0.7
H 3.5962 -0.5576 0.6416 -1.6 1.0 -1.3
O -1.6435 -2.0850 -0.2737 -1.7 -0.8 -4.1
H 1.4429 -1.2414 1.3997 0.1 1.9 -1.5
O -2.5746 0.0493 0.8203 -2.6 0.6 -2.3
C 1.4342 -0.5642 0.4322 -2.4 -0.7 2.9
H -3.3324 0.0188 0.0588 2.5 -0.6 3.4
H -2.5269 -0.7746 1.3382 -0.7 0.1 -0.9
H -0.6990 0.0209 -0.0267 1.5 -0.7 1.5


Record 2
22
Properties=species:S:1:pos:R:3:forces:R:3 method="wB97M-V/def2-TZVPD" de_lowest_kj_mol=244.4 lumo_energy_ev=3.7 mol_weight_g_mol=132.14 charge=-1 homo_lumo_gap_ev=8.83 e_tot_ev=-14027.9902
O 1.0947 2.0411 1.1734 -1.8 2.9 -4.4
H -1.0271 -0.8880 -1.9277 2.8 0.8 -0.5
H -0.1192 -3.1034 -1.3897 0.4 0.5 0.2
O 0.2207 1.7591 -2.0967 -4.3 -1.2 3.8
H 1.8194 0.4089 2.0709 -1.9 0.1 -1.6
H -0.8921 -0.2537 0.4075 1.1 -0.5 0.3
N -0.2999 -1.0663 2.3072 0.7 -2.1 0.7
H 1.6316 0.1712 0.2239 -1.3 1.2 1.6
H 0.9007 1.9167 -2.6177 5.0 1.2 -3.8
C -0.3548 -0.0049 1.3436 0.9 0.9 -0.4
O -2.0151 1.4273 -0.8487 -1.0 -1.9 0.4
H 0.6805 2.3636 0.1976 1.6 -1.3 3.4
H 0.0499 -0.6915 3.1891 -0.2 0.0 -0.2
O -0.0177 -0.6801 -2.0360 -2.8 -0.5 0.4
O 0.4779 -3.6792 -0.8953 -0.3 -1.4 -1.7
H 0.1283 0.5608 -2.1134 -0.1 -0.5 0.0
H 0.3830 -1.8290 2.0827 -0.8 1.0 -0.1
H -1.0882 0.6782 1.7437 0.2 0.9 0.4
H -1.1584 1.1573 -1.2327 -0.4 1.2 0.1
H 0.5850 -3.3182 -0.0471 0.0 1.0 1.5
H -2.0803 2.3522 -0.6933 0.6 0.9 -0.2
C 1.0811 0.6779 1.1586 1.6 -3.3 0.2


Record 3
24
Properties=species:S:1:pos:R:3:forces:R:3 method="wB97M-V/def2-TZVPD" de_lowest_kj_mol=27.3 lumo_energy_ev=1.2 mol_weight_g_mol=173.12 charge=-1 homo_lumo_gap_ev=2.43 e_tot_ev=-21048.1683
H -0.5300 -2.1397 1.7086 1.5 0.5 0.2
H 1.3400 3.1893 -0.2934 -0.3 -0.1 0.9
O -1.3000 0.8533 1.6906 0.1 0.3 -1.5
H -1.4840 -0.9057 -0.2504 -1.0 0.3 0.5
O -1.2310 0.8913 -1.8224 -0.3 1.9 -0.2
H 2.4920 1.1283 1.2456 0.2 0.2 0.5
H -0.5810 1.4923 -2.2164 -0.4 -0.1 0.0
H -0.9800 1.3673 2.3936 0.6 1.5 1.4
H 0.7670 2.9083 1.1796 0.5 0.2 0.1
H -1.5800 0.0823 2.1506 -0.8 -1.9 0.1
C -1.0390 -1.8877 -0.3674 1.8 -0.4 -1.9
H 2.2010 0.1753 -2.1554 -0.3 -0.6 0.2
O 0.2920 -1.6937 -0.8264 0.1 0.9 -0.2
H 1.6170 -0.0807 1.8326 1.0 0.6 -1.5
H 2.0190 1.5843 -2.7074 -0.3 -0.4 0.2
O -2.3130 -2.9247 1.5036 1.2 0.2 -0.7
H -1.6050 -2.3857 -1.2414 0.1 0.2 1.4
Na 0.2530 0.5093 -0.1694 -0.5 -0.9 -0.2
O 1.5370 0.8623 -2.2654 0.7 1.1 -0.4
C -1.0140 -2.6947 0.9136 -4.6 0.5 0.9
O 0.5840 2.8913 0.2426 -0.2 0.1 -1.0
H -0.5300 -3.5957 0.6436 1.1 -1.3 0.0
H -0.9810 0.0673 -2.2074 0.3 -1.7 -0.2
O 2.0660 0.3053 1.0176 -0.5 -0.9 1.4